{
  "formula": "C21H20BF3O",
  "method": "ωB97M-V with the def2-TZVPD basis set",
  "total_energy_ev": -32979.660,
  "multiplicity": 1,
  "total_charge": 0,
  "lumo_energy_ev": -2.6,
  "gap_ev": 4.92,
  "species": ["F", "F", "F", "O", "C", "C", "C", "C", "C", "C", "C", "C", "C", "C", "C", "C", "C", "C", "C", "C", "C", "C", "C", "C", "C", "B", "H", "H", "H", "H", "H", "H", "H", "H", "H", "H", "H", "H", "H", "H", "H", "H", "H", "H", "H", "H"],
  "positions_angstrom": [[2.433, -2.242, -2.560], [3.465, -0.848, -0.992], [4.424, -2.919, -1.507], [0.786, -3.297, 1.322], [-5.023, -3.710, 0.465], [0.297, 4.876, 0.921], [-2.508, -0.867, 0.491], [-0.269, -0.640, -0.581], [-1.454, -1.398, -0.305], [0.100, 3.552, 0.558], [-0.212, 0.742, -0.373], [-1.616, -2.703, -0.836], [-2.760, -3.435, -0.579], [1.048, 2.883, -0.272], [1.420, 5.590, 0.478], [1.658, 7.001, 0.902], [2.205, -4.343, -0.112], [1.474, -2.337, 0.616], [1.264, -4.516, 0.885], [-3.792, -2.900, 0.204], [-3.656, -1.608, 0.726], [2.336, 4.954, -0.373], [0.922, 1.502, -0.618], [2.363, -2.924, -0.278], [2.162, 3.632, -0.743], [3.267, -2.159, -1.438], [0.902, -5.439, 1.321], [3.197, 5.515, -0.740], [2.616, 7.102, 1.429], [0.862, 7.340, 1.571], [-0.820, -3.104, -1.470], [-4.466, -1.186, 1.320], [-5.702, -3.168, 1.127], [2.871, 3.132, -1.407], [-5.554, -3.935, -0.467], [-1.116, 1.269, -0.041], [-0.424, 5.380, 1.568], [1.401, -1.304, 0.917], [-4.765, -4.667, 0.934], [-2.408, 0.131, 0.926], [0.527, -1.101, -1.177], [2.726, -5.112, -0.665], [-2.868, -4.436, -0.995], [1.692, 7.674, 0.037], [1.770, 1.014, -1.105], [-0.775, 3.010, 0.920]],
  "forces_ev_per_angstrom": [[0.285, 0.588, -1.014], [0.263, 0.871, -0.553], [0.695, 0.414, -0.888], [0.204, -0.735, 0.309], [-0.177, -0.052, 0.120], [-0.010, -0.105, -0.070], [0.270, -0.172, -0.220], [-0.272, 0.231, -1.368], [-0.623, -0.268, 0.378], [0.460, -0.192, -0.363], [0.336, 0.696, 0.197], [0.349, 0.258, 0.010], [0.060, 0.166, -0.068], [-0.025, 1.229, 0.252], [0.082, -0.526, -0.245], [-0.033, 0.362, 0.158], [-1.085, 0.568, 1.117], [1.368, -1.452, -0.721], [0.709, 0.621, -1.150], [0.241, -0.009, -0.175], [0.199, 0.148, -0.045], [-0.088, -0.052, -0.012], [-0.646, -0.914, -0.146], [-0.837, 0.813, 0.464], [-0.365, -0.445, 0.175], [-1.270, -1.706, 2.229], [-0.304, 0.452, 0.198], [-0.208, -0.183, 0.094], [-0.195, -0.056, -0.110], [0.139, 0.040, -0.084], [-0.172, 0.022, 0.299], [0.231, -0.106, -0.102], [0.005, -0.135, -0.065], [-0.114, 0.185, 0.242], [0.106, 0.044, 0.127], [0.531, -0.372, 0.112], [0.182, -0.190, -0.158], [-0.131, -0.244, 0.375], [-0.050, 0.160, -0.076], [-0.109, -0.440, -0.091], [-0.296, 0.071, 0.255], [-0.051, 0.072, 0.170], [0.042, 0.227, 0.093], [-0.014, -0.128, 0.137], [-0.014, -0.012, 0.222], [0.331, 0.254, -0.013]],
  "nbo_charge": [-0.558, -0.565, -0.544, -0.453, -0.641, -0.233, -0.151, 0.051, -0.081, -0.141, -0.336, -0.119, -0.220, -0.082, 0.055, -0.642, -0.307, 0.018, 0.079, 0.058, -0.225, -0.230, 0.024, -0.320, -0.128, 1.162, 0.197, 0.224, 0.235, 0.220, 0.246, 0.218, 0.219, 0.231, 0.233, 0.204, 0.220, 0.200, 0.234, 0.211, 0.277, 0.234, 0.224, 0.233, 0.257, 0.212]
}